The following is a quantum chemistry calculation of a molecular structure, C5H9NO at a distorted geometry, from the OMol25 dataset.

Structure (ORCA input):
```
! RIJCOSX wB97M-V def2-TZVPD def2/J DEFGRID3
* xyz 0 1
C 1.00 -1.19 -0.04
C 0.54 0.07 0.41
O 1.52 0.90 0.94
C -0.23 0.54 -0.82
N -1.42 0.98 -0.14
C -2.07 -0.20 0.44
C -0.85 0.33 1.06
H 2.06 -1.36 -0.03
H 2.14 -0.05 -1.62
H 0.41 -2.09 -0.15
H 1.45 1.75 0.50
H -0.39 -0.01 -1.75
H 1.76 0.63 -1.61
H -2.00 -1.12 -0.12
H -3.02 0.00 0.92
H -0.90 0.83 2.02
*
```

Values from the calculation:
Largest force on an atom in hartree/bohr: 0.0420
Energy relative to the best compared isomer or geometry (same formula, charge and spin) in kJ/mol: 759.80
Frontier orbital gap (alpha / beta) in eV: 8.2 / 8.1
HOMO level (alpha / beta) in eV: -8.12 / -8.19
Lowest unoccupied orbital energy (alpha / beta) in eV: 0.104 / -0.119
E in eV: -8861.3378

The following is a quantum chemistry calculation of C5H9NO in the gas phase at a distorted geometry, from the OMol25 dataset.

Structure (ORCA input):
```
! RIJCOSX wB97M-V def2-TZVPD def2/J DEFGRID3
* xyz 0 1
O -2.03 -0.71 1.29
C -1.38 -0.73 0.06
C 0.07 -1.10 0.19
C 0.50 0.29 -0.17
C 1.74 0.78 -0.69
N 1.29 1.15 0.65
C -0.83 0.68 -0.61
H -1.54 -0.07 1.81
H -2.00 -1.38 -0.55
H 0.37 -1.85 -0.53
H 0.35 -1.44 1.19
H 1.75 1.60 -1.40
H 2.55 0.06 -0.75
H 1.77 0.57 1.34
H -1.62 1.38 -0.16
H -0.99 0.78 -1.68
*
```

Values from the calculation:
Largest force on an atom in hartree/bohr: 0.1089
Energy relative to the best compared isomer or geometry (same formula, charge and spin) in kJ/mol: 330.45
Frontier orbital gap in eV: 10.7
SMILES: O[C@H]1C[C@]2(CN2)C1
HOMO level in eV: -9.67
Lowest unoccupied orbital energy in eV: 1.011
E in eV: -8865.7877

The following is a quantum chemistry calculation of C5H9NO in the gas phase at a distorted geometry, from the OMol25 dataset.

Structure (ORCA input):
```
! RIJCOSX wB97M-V def2-TZVPD def2/J DEFGRID3
* xyz 0 1
O 1.19 -1.78 1.33
C 1.20 -0.87 0.27
C 0.82 0.59 0.60
C -0.11 0.54 -0.61
C -1.21 1.54 -0.81
N -1.59 0.25 -0.40
C 0.13 -1.01 -0.82
H 0.42 -1.59 1.89
H 2.17 -0.93 -0.21
H 1.68 1.27 0.63
H 0.25 0.75 1.53
H -1.57 1.89 -1.77
H -1.31 2.25 0.01
H -1.72 0.11 0.59
H -0.67 -1.67 -0.41
H 0.33 -1.36 -1.82
*
```

Values from the calculation:
Largest force on an atom in hartree/bohr: 0.0387
Energy relative to the best compared isomer or geometry (same formula, charge and spin) in kJ/mol: 474.98
Frontier orbital gap in eV: 9.7
SMILES: O[C@H]1C[C@]2(CN2)C1
HOMO level in eV: -8.82
Lowest unoccupied orbital energy in eV: 0.878
E in eV: -8864.2898

The following is a quantum chemistry calculation of C5H9NO in the gas phase at a distorted geometry, from the OMol25 dataset.

Structure (ORCA input):
```
! RIJCOSX wB97M-V def2-TZVPD def2/J DEFGRID3
* xyz 0 1
C 2.13 -0.46 0.23
C 1.04 0.52 -0.13
C -0.06 0.01 -1.10
N -0.98 0.21 -0.02
C -2.35 -0.14 0.20
C -0.08 0.62 0.91
O -0.18 0.86 2.09
H 1.70 -1.44 0.46
H 2.68 -0.11 1.10
H 2.82 -0.58 -0.61
H 1.43 1.51 -0.40
H -0.27 0.62 -1.99
H -0.04 -1.05 -1.35
H -2.59 0.92 0.32
H -2.84 -0.55 -0.69
H -2.41 -0.93 0.98
*
```

Values from the calculation:
Largest force on an atom in hartree/bohr: 0.0516
Energy relative to the best compared isomer or geometry (same formula, charge and spin) in kJ/mol: 158.03
Frontier orbital gap in eV: 10.0
SMILES: C[C@H]1CN(C)C1=O
HOMO level in eV: -9.17
Lowest unoccupied orbital energy in eV: 0.855
E in eV: -8867.5747

The following is a quantum chemistry calculation of C5H9NO in the gas phase at a distorted geometry, from the OMol25 dataset.

Structure (ORCA input):
```
! RIJCOSX wB97M-V def2-TZVPD def2/J DEFGRID3
* xyz 0 1
C 0.72 -1.34 -0.76
C 0.25 -0.76 0.67
O 1.28 -0.42 1.56
C -0.72 0.46 0.56
C -0.06 1.61 -0.23
C -1.94 0.02 -0.12
N -2.87 -0.37 -0.69
H -0.08 -1.29 -1.52
H 1.02 -2.41 -0.75
H 1.59 -0.77 -1.06
H -0.15 -1.73 0.84
H 1.64 0.43 1.25
H -1.03 0.86 1.54
H -0.75 2.44 -0.38
H 0.28 1.25 -1.20
H 0.81 2.02 0.31
*
```

Values from the calculation:
Largest force on an atom in hartree/bohr: 0.0527
Energy relative to the best compared isomer or geometry (same formula, charge and spin) in kJ/mol: 171.32
Frontier orbital gap in eV: 11.2
SMILES: C[C@@H](O)[C@@H](C)C#N
HOMO level in eV: -10.52
Lowest unoccupied orbital energy in eV: 0.647
E in eV: -8867.4370

The following is a quantum chemistry calculation of C5H9NO in the gas phase at a distorted geometry, from the OMol25 dataset.

Structure (ORCA input):
```
! RIJCOSX wB97M-V def2-TZVPD def2/J DEFGRID3
* xyz 0 1
C 0.12 1.44 1.16
N 0.67 0.73 -0.01
C 1.05 -0.69 0.38
C -0.11 -1.57 -0.10
O -0.02 -1.73 -1.53
C -0.96 -0.82 -0.98
C -0.36 0.60 -1.05
H -0.67 0.91 1.69
H 0.96 1.67 1.86
H -0.33 2.44 0.79
H 1.20 -0.72 1.49
H 1.90 -1.07 -0.16
H -0.48 -2.40 0.41
H -2.03 -1.04 -1.06
H -1.05 1.46 -0.87
H 0.11 0.77 -2.00
*
```

Values from the calculation:
Largest force on an atom in hartree/bohr: 0.0347
Energy relative to the best compared isomer or geometry (same formula, charge and spin) in kJ/mol: 265.65
Frontier orbital gap in eV: 9.8
SMILES: CN1C[C@@H]2O[C@@H]2C1
HOMO level in eV: -8.72
Lowest unoccupied orbital energy in eV: 1.050
E in eV: -8866.4594

The following is a quantum chemistry calculation of C5H9NO in the gas phase, from the OMol25 dataset.

Structure (ORCA input):
```
! RIJCOSX wB97M-V def2-TZVPD def2/J DEFGRID3
* xyz 0 1
C -1.34 -0.90 -0.84
C -0.42 -0.16 0.08
C 0.34 -0.80 1.25
N 1.60 -0.46 0.57
C 0.89 0.45 -0.29
O 1.50 0.75 -1.48
C -0.33 1.32 0.23
H -1.47 -0.34 -1.77
H -2.31 -1.06 -0.38
H -0.88 -1.86 -1.10
H 0.21 -0.22 2.18
H 0.15 -1.86 1.44
H 2.45 -0.23 1.07
H 1.18 1.63 -1.71
H -0.96 1.84 -0.50
H -0.44 1.78 1.21
*
```

Values from the calculation:
Largest force on an atom in hartree/bohr: 0.0150
Energy relative to the best compared isomer or geometry (same formula, charge and spin) in kJ/mol: 302.50
Frontier orbital gap in eV: 9.2
SMILES: C[C@@]12CN[C@]1(O)C2
HOMO level in eV: -8.29
Lowest unoccupied orbital energy in eV: 0.950
E in eV: -8866.0774

The following is a quantum chemistry calculation of 2 unconnected molecules or ions with the total composition C5H9NO at a distorted geometry, from the OMol25 dataset.

Structure (ORCA input):
```
! RIJCOSX wB97M-V def2-TZVPD def2/J DEFGRID3
* xyz 0 1
C -1.37 -0.17 1.21
C -1.41 0.16 -0.26
C -0.24 0.72 -0.96
N -1.38 1.57 -0.63
H -0.72 0.55 1.73
H -2.37 -0.11 1.66
H -0.97 -1.17 1.37
H -2.05 -0.50 -0.86
H -0.05 0.44 -2.00
H 0.65 0.96 -0.38
H -1.94 1.74 -1.46
C 2.74 -0.44 0.04
C 1.82 -1.36 0.23
O 1.02 -2.19 0.42
H 2.59 0.36 -0.69
H 3.67 -0.55 0.59
*
```

Values from the calculation:
Largest force on an atom in hartree/bohr: 0.0245
Energy relative to the best compared isomer or geometry (same formula, charge and spin) in kJ/mol: 284.87
Frontier orbital gap in eV: 10.3
SMILES: C[C@@H]1CN1.C=C=O
HOMO level in eV: -9.39
Lowest unoccupied orbital energy in eV: 0.916
E in eV: -8866.2601